# 1
Here is a 2-piece molecular cluster, C5H14NO overall in a non-equilibrium geometry from the OMol25 dataset. Energies are from ωB97M-V with the def2-TZVPD basis set.

```
21
C5H14NO ωB97M-V with the def2-TZVPD basis set
C -0.913 -1.126 -0.715
C 0.052 -0.147 -1.420
C 0.985 0.629 -0.503
C 2.067 0.066 0.036
C 3.144 0.775 0.794
N -1.063 -0.760 0.772
H -1.933 -1.071 -1.074
H -0.498 -2.129 -0.667
H 0.594 -0.681 -2.188
H -0.576 0.618 -1.877
H 0.889 1.705 -0.417
H 2.171 -1.002 0.013
H 2.821 0.909 1.831
H 4.094 0.264 0.815
H 3.280 1.785 0.413
H -0.154 -0.370 1.034
H -1.737 0.002 0.876
H -1.247 -1.550 1.383
H -4.194 1.400 -0.012
H -4.174 -0.018 0.598
O -3.609 0.702 0.309
```

Results
**Lowest unoccupied orbital energy**: -3.160 eV
**Frontier orbital gap**: 10.25 eV
**Total charge**: +1

---

# 2
Here is a 2-piece molecular cluster, C5H14NO overall in a non-equilibrium geometry from the OMol25 dataset. Energies are from ωB97M-V with the def2-TZVPD basis set.

```
21
C5H14NO ωB97M-V with the def2-TZVPD basis set
C -1.733 -1.256 1.004
C -0.584 -0.315 0.707
N 0.224 -0.705 -0.549
C 0.111 0.492 -1.476
C 0.064 1.677 -0.528
C -0.995 1.131 0.440
H -1.354 -2.217 1.363
H -2.232 -1.514 0.062
H -2.378 -0.832 1.742
H 0.131 -0.288 1.528
H -0.182 -1.554 -0.929
H 1.135 -0.974 -0.180
H 0.923 0.437 -2.196
H -0.887 0.331 -1.889
H 0.975 1.887 0.029
H -0.289 2.503 -1.139
H -2.018 1.264 0.119
H -1.040 1.695 1.372
H 3.310 0.002 0.717
H 3.778 -0.988 -0.389
O 3.041 -0.774 0.192
```

Results
**Lowest unoccupied orbital energy**: -2.873 eV
**Frontier orbital gap**: 13.15 eV
**Total charge**: +1

---

# 3
Here is an isolated ion of composition C5H14NO and charge +1 in a non-equilibrium geometry from the OMol25 dataset. Energies are from ωB97M-V with the def2-TZVPD basis set.

```
21
C5H14NO ωB97M-V with the def2-TZVPD basis set
C 1.980 -0.692 1.135
C 0.642 -0.515 0.438
N 1.051 -0.427 -1.038
C 0.032 0.793 0.943
C -1.464 1.068 0.361
C -1.930 -0.091 -0.568
O -1.220 -0.227 -1.830
H 2.903 -0.104 1.032
H 2.544 -1.613 0.909
H 1.757 -0.553 2.224
H -0.075 -1.254 0.533
H 0.449 0.290 -1.500
H 0.888 -1.331 -1.486
H 2.078 -0.207 -1.238
H 0.664 1.644 0.678
H -0.012 0.838 2.087
H -1.237 1.967 -0.195
H -2.035 1.162 1.257
H -2.285 -1.091 -0.276
H -2.846 0.304 -1.023
H -1.882 0.039 -2.442
```

Results
**Lowest unoccupied orbital energy**: -3.105 eV
**Frontier orbital gap**: 11.75 eV
**Total charge**: +1
**SMILES string**: C[C@H]([NH3+])CCCO

---

# 4
Here is a 2-piece molecular cluster, C5H14NO overall in a non-equilibrium geometry from the OMol25 dataset. Energies are from ωB97M-V with the def2-TZVPD basis set.

```
21
C5H14NO ωB97M-V with the def2-TZVPD basis set
C -0.838 -0.039 -1.335
C -0.242 0.064 0.087
N -0.307 -1.330 0.587
C 1.198 -1.985 0.766
C 2.100 -0.710 0.649
C 1.182 0.517 0.680
H -0.530 0.759 -1.954
H -1.922 -0.128 -1.579
H -0.348 -0.962 -1.750
H -0.982 0.648 0.645
H -0.830 -1.930 -0.054
H -0.653 -1.473 1.494
H 1.002 -2.392 1.738
H 1.321 -2.858 0.063
H 2.782 -0.831 1.507
H 2.641 -0.827 -0.286
H 1.556 1.304 0.019
H 0.992 0.930 1.745
H -2.916 3.130 -1.638
H -2.725 4.498 -0.632
O -2.483 3.613 -0.754
```

Results
**Lowest unoccupied orbital energy**: -3.137 eV
**Frontier orbital gap**: 10.93 eV
**Total charge**: +1

---

# 5
Here is a 2-piece molecular cluster, C5H14NO overall in a non-equilibrium geometry from the OMol25 dataset. Energies are from ωB97M-V with the def2-TZVPD basis set.

```
21
C5H14NO ωB97M-V with the def2-TZVPD basis set
C -0.982 0.572 -2.313
C -1.077 -0.511 -1.234
C 0.233 -0.903 -0.622
C 1.228 -0.067 -0.004
C 1.367 1.580 1.831
N 0.814 0.288 1.397
H -0.499 1.465 -1.949
H -1.991 0.864 -2.690
H -0.387 0.295 -3.180
H -1.383 -1.454 -1.679
H -1.830 -0.123 -0.541
H 0.537 -1.910 -0.926
H -1.577 -2.504 2.333
H 1.498 0.866 -0.558
H 2.166 -0.609 0.077
H 1.348 2.393 1.014
H 2.405 1.484 2.181
H 0.724 1.843 2.694
H -0.207 0.311 1.402
H -0.840 -2.084 1.091
O -1.546 -1.796 1.678
```

Results
**Lowest unoccupied orbital energy**: -7.445 eV
**Frontier orbital gap**: 6.33 eV
**Total charge**: +1

---

# 6
Here is a 2-piece molecular cluster, C5H14NO overall in a non-equilibrium geometry from the OMol25 dataset. Energies are from ωB97M-V with the def2-TZVPD basis set.

```
21
C5H14NO ωB97M-V with the def2-TZVPD basis set
C 0.705 -0.494 -1.554
C -0.627 0.181 -1.327
C -0.595 0.929 -0.008
C 0.344 1.880 0.205
C 0.382 2.946 1.236
N 0.941 -1.547 -0.375
H 0.589 -1.215 -2.375
H 1.745 -0.197 -1.695
H -0.875 0.739 -2.237
H -1.485 -0.519 -1.393
H -1.450 1.075 0.645
H 1.225 1.863 -0.422
H -0.587 2.771 1.732
H 1.125 2.913 2.023
H 0.308 3.960 0.808
H 0.971 -1.007 0.497
H -0.005 -1.939 -0.357
H 1.746 -2.160 -0.393
H -1.991 -2.926 1.523
H -0.658 -3.533 1.197
O -1.069 -2.680 1.450
```

Results
**Lowest unoccupied orbital energy**: -3.279 eV
**Frontier orbital gap**: 9.92 eV
**Total charge**: +1

---

# 7
Here is a 2-piece molecular cluster, C5H14NO overall in a non-equilibrium geometry from the OMol25 dataset. Energies are from ωB97M-V with the def2-TZVPD basis set.

```
21
C5H14NO ωB97M-V with the def2-TZVPD basis set
C -0.784 0.926 -0.436
C -1.035 0.553 1.015
C -0.001 -0.218 1.747
C -0.386 -1.292 2.569
C 1.446 0.058 1.570
N -0.527 -0.262 -1.316
H -1.614 1.487 -0.862
H 0.060 1.601 -0.594
H -2.025 0.075 1.074
H -1.331 1.432 1.616
H 0.349 -2.058 2.798
H -1.357 -1.331 3.047
H 1.892 -0.163 2.553
H 1.938 -0.618 0.864
H 1.684 1.090 1.315
H -0.272 -0.004 -2.291
H 0.303 -0.763 -0.986
H -1.315 -0.912 -1.339
H 1.366 0.800 -3.921
H 0.794 -0.423 -4.639
O 0.812 0.023 -3.782
```

Results
**Spin multiplicity**: 2
**Lowest unoccupied orbital energy (alpha / beta)**: -8.959 / -12.008 eV
**Frontier orbital gap (alpha / beta)**: 10.12 / 7.07 eV
**Total charge**: +2

---

# 8
Here is a 2-piece molecular cluster, C5H14NO2 overall in a non-equilibrium geometry from the OMol25 dataset. Energies are from ωB97M-V with the def2-TZVPD basis set.

```
22
C5H14NO2 ωB97M-V with the def2-TZVPD basis set
C -2.483 1.435 0.022
N -1.662 1.053 1.181
C -0.376 0.415 0.857
C -0.512 -0.863 0.050
C 0.628 -1.921 0.346
O 1.894 -1.620 -0.038
C 0.563 1.398 0.195
H -2.610 0.640 -0.694
H -1.951 2.283 -0.409
H -3.416 1.830 0.441
H -2.150 0.490 1.863
H 0.012 0.130 1.833
H -1.396 -1.477 0.270
H -0.493 -0.656 -1.031
H 0.573 -1.975 1.467
H 0.241 -2.868 -0.095
H 0.397 1.463 -0.884
H 1.604 1.083 0.262
H 0.425 2.414 0.582
H 2.050 -0.502 -1.183
H 1.126 -0.198 -2.258
O 2.077 -0.071 -2.113
```

Results
**Lowest unoccupied orbital energy**: 3.719 eV
**Frontier orbital gap**: 6.86 eV
**Total charge**: -1

---

# 9
Here is a 2-piece molecular cluster, C5H14NO2 overall in a non-equilibrium geometry from the OMol25 dataset. Energies are from ωB97M-V with the def2-TZVPD basis set.

```
22
C5H14NO2 ωB97M-V with the def2-TZVPD basis set
C 0.446 1.390 -2.224
C 1.138 0.067 -1.631
N 1.409 0.190 -0.209
C -0.270 -1.786 0.299
C 0.379 -0.450 0.774
C -0.650 0.795 0.860
O -0.734 1.233 2.091
H 1.123 2.260 -2.193
H -0.523 1.610 -1.829
H 0.130 1.213 -3.228
H 2.125 0.044 -2.166
H 0.558 -0.872 -1.779
H 1.646 1.135 0.117
H 0.559 -2.212 -0.370
H -0.532 -2.403 1.091
H -1.169 -1.487 -0.300
H 0.951 -0.566 1.719
H -0.256 1.473 0.183
H -1.596 0.436 0.712
H -1.366 0.167 2.703
H -1.410 -1.463 2.510
O -1.960 -0.771 2.868
```

Results
**Lowest unoccupied orbital energy**: 3.713 eV
**Frontier orbital gap**: 6.61 eV
**Total charge**: -1

---

# 10
Here is a 2-piece molecular cluster, C5H14NO2 overall in a non-equilibrium geometry from the OMol25 dataset. Energies are from ωB97M-V with the def2-TZVPD basis set.

```
22
C5H14NO2 ωB97M-V with the def2-TZVPD basis set
C 3.275 0.112 -0.240
N 1.958 0.637 -0.539
C 0.894 0.095 0.320
C -0.299 1.038 0.277
C -1.436 0.627 1.282
O -2.237 -0.413 0.834
C 0.566 -1.374 0.001
H 3.341 -0.973 -0.399
H 3.478 0.262 0.828
H 4.085 0.676 -0.704
H 1.777 0.596 -1.530
H 1.325 0.092 1.333
H 0.044 2.062 0.440
H -0.766 0.987 -0.710
H -0.908 0.241 2.168
H -2.068 1.522 1.469
H -0.425 -1.644 0.368
H 1.284 -2.099 0.380
H 0.547 -1.416 -1.092
H -2.644 -0.383 -0.440
H -2.058 -1.106 -1.684
O -2.705 -0.369 -1.590
```

Results
**Lowest unoccupied orbital energy**: 3.584 eV
**Frontier orbital gap**: 7.06 eV
**Total charge**: -1

---

# 11
Here is a 2-piece molecular cluster, C5H14NO2 overall in a non-equilibrium geometry from the OMol25 dataset. Energies are from ωB97M-V with the def2-TZVPD basis set.

```
22
C5H14NO2 ωB97M-V with the def2-TZVPD basis set
C 1.429 -0.015 -1.620
O -0.010 -0.198 -1.538
C 1.791 -0.226 -0.198
C 1.376 0.999 0.547
C -0.218 1.171 0.615
C -1.551 -0.169 2.105
N -0.836 -0.108 1.032
H 1.908 -0.570 -2.366
H 1.389 1.136 -1.707
H -0.544 -0.409 -2.257
H 2.925 -0.343 -0.023
H 1.380 -1.099 0.134
H 1.754 1.019 1.513
H 1.781 1.926 0.090
H -0.701 2.016 1.156
H -0.497 1.449 -0.510
H -1.934 -1.172 2.306
H -1.663 0.654 2.927
H -0.615 -0.979 0.384
H -1.707 -1.539 -1.321
H -3.169 -1.891 -0.839
O -2.291 -1.653 -0.431
```

Results
**Lowest unoccupied orbital energy**: -4.249 eV
**Frontier orbital gap**: 10.16 eV
**Total charge**: +1

---

The records above give, respectively, energy above the lowest of the compared OMol25 structures with the same formula, charge and spin values of 26.6, 7.7, 58.9, 54.2, 105.0, 51.9, 2.1, 16.5, 54.2, 13.7, 90.3 kcal per mole.